DFT (wB97M-V/def2-TZVPD) results for a structure of composition C20H35N7O2PPdS2Se4Te.

## Properties
Net charge: +1
Multiplicity: 1
Energy above the lowest of the compared OMol25 structures with the same formula, charge and spin, kJ/mol: 100.0
Gap between HOMO and LUMO, eV: 6.03
Energy, Eh: -12456.02015
Molecular weight, g mol⁻¹: 1050.515

Geometry as XYZ:
```
73
Properties=species:S:1:pos:R:3:mulliken_charge:R:1
Pd -0.903 0.353 0.714 0.2937
Se -2.312 -0.959 2.353 0.1203
Se -4.571 -0.641 1.964 -0.1665
Se -4.514 0.830 0.103 -0.1643
Se -2.559 2.000 0.452 -0.1802
C -3.456 -4.101 1.241 -1.2403
Te -1.629 -3.034 1.015 0.5866
C -0.651 -4.049 2.602 -0.7860
H -3.232 -5.164 1.178 0.4307
H -4.131 -3.812 0.440 0.3747
H -3.883 -3.854 2.210 0.4201
H -1.407 -4.490 3.246 0.4447
H -0.069 -3.316 3.156 0.0976
H -0.014 -4.807 2.153 0.4232
O -0.134 -1.134 3.992 -0.6235
S 0.946 -0.471 3.295 0.7677
O 1.174 0.907 3.599 -0.7006
N 0.756 -0.716 1.659 0.2675
C 1.721 -1.519 1.164 0.1867
S 1.813 -2.052 -0.386 -0.3861
C 2.717 -1.922 2.192 0.0912
C 3.845 -2.708 2.022 -0.8759
C 4.637 -2.963 3.133 -0.5743
C 4.313 -2.447 4.385 -0.6044
C 3.184 -1.656 4.559 -0.8469
C 2.414 -1.420 3.440 0.3623
H 4.088 -3.101 1.044 0.4929
H 5.525 -3.571 3.026 0.4286
H 4.951 -2.661 5.231 0.4253
H 2.923 -1.244 5.524 0.5076
C -2.888 -0.115 -4.477 -0.9726
N -2.938 -1.424 -3.825 0.1088
C -1.876 -2.260 -4.364 -0.9506
N -0.559 -1.662 -4.243 0.2209
C -0.570 -0.358 -4.897 -0.9579
N -1.591 0.546 -4.372 0.1609
C -1.296 0.955 -3.001 -1.0837
P -1.240 -0.458 -1.793 2.5447
C -2.822 -1.277 -2.381 -1.0107
C -0.141 -1.546 -2.851 -1.4646
H -3.656 0.530 -4.045 0.4035
H -3.112 -0.256 -5.537 0.3173
H -2.080 -2.436 -5.422 0.3026
H -1.882 -3.223 -3.847 0.3683
H -0.766 -0.510 -5.960 0.3011
H 0.412 0.108 -4.789 0.3749
H -2.043 1.682 -2.666 0.4129
H -0.328 1.462 -2.984 0.3850
H -3.676 -0.703 -2.032 0.2437
H -2.898 -2.272 -1.920 0.4147
H -0.076 -2.540 -2.403 0.4254
H 0.868 -1.129 -2.835 0.5110
C -0.006 5.325 1.020 -1.2516
N 0.186 3.906 1.256 0.5187
C -0.375 3.412 2.499 -1.0771
C 0.818 3.117 0.356 0.0870
N 0.503 1.862 0.166 0.2829
N 1.781 3.730 -0.402 0.1570
C 2.265 3.087 -1.608 -1.1203
C 2.762 4.596 0.244 -1.1833
H -1.068 5.557 1.127 0.3594
H 0.310 5.589 0.014 0.3876
H 0.547 5.933 1.741 0.3581
H 0.084 3.947 3.335 0.3855
H -0.166 2.357 2.617 0.2574
H -1.456 3.579 2.534 0.3479
H 1.189 1.368 -0.394 -0.2327
H 1.433 2.675 -2.175 0.2576
H 2.992 2.291 -1.400 0.3713
H 2.756 3.837 -2.226 0.3509
H 2.486 4.775 1.278 0.3845
H 2.836 5.552 -0.276 0.3353
H 3.743 4.114 0.231 0.3964
```